ORCA calculation (the ωB97M-V functional and the def2-TZVPD basis) on a 3-piece molecular cluster, C40H45BBr4ClN2O9S overall in a non-equilibrium geometry.

XYZ file:
```
103
Properties=species:S:1:pos:R:3:mulliken_charge:R:1
C -2.71194 3.57619 3.33671 -0.83
B -1.69994 3.80110 2.08533 0.70
O -1.12304 5.11457 1.79674 -0.70
C -1.27165 2.61429 1.01707 0.38
C -0.14211 1.56560 1.28490 -0.24
C 0.63911 1.63539 2.67680 -0.91
C 1.63149 2.93797 2.72530 -0.49
C 3.19114 2.49158 2.69740 0.36
C 3.91131 2.32076 4.09442 -0.57
C 5.39186 1.85215 4.20186 0.21
C 6.13420 1.55641 2.85139 -0.31
C 5.50435 1.74388 1.43696 -0.48
C 3.99705 2.22377 1.40068 0.55
C 0.14764 0.53133 0.13544 0.58
C -0.64405 0.56692 -1.23633 0.35
C -1.80224 1.60578 -1.51729 0.18
C -2.63651 1.60605 -2.90254 -0.64
C -4.22871 1.55945 -2.69840 -0.48
C -4.82358 0.04218 -2.58662 -0.33
C -6.39136 0.23046 -2.17808 -0.83
N -6.63692 0.10653 -0.70186 0.23
C -7.31523 1.31277 -0.13781 -0.91
C -7.47973 -1.08564 -0.43969 0.30
C -9.08061 -1.11963 -0.46179 -0.84
O -6.88032 -2.16401 -0.15931 -0.56
C -2.07163 2.62953 -0.34693 0.30
O -3.10113 3.66338 -0.53285 -0.50
C -2.58486 4.56583 -1.51973 0.44
N -2.12152 5.03692 -2.54144 -0.54
C -0.18282 -0.53068 -2.32726 -0.17
O -0.10039 -0.31161 -3.56832 -0.55
C 0.25236 -1.98923 -1.80825 0.52
C -0.04147 -3.25874 -2.65416 -0.13
C -0.81929 -3.27877 -4.05954 -0.47
C 0.12602 -3.12552 -5.35116 0.06
C -0.25327 -1.86141 -6.29612 -0.78
Cl 1.93282 -3.12299 -4.96968 -0.19
C 0.45959 -4.62691 -2.09001 0.19
C 0.25872 -5.99182 -2.89457 0.02
O 1.33319 -6.51300 -3.39288 -0.64
O -0.94590 -6.61980 -3.13813 -0.75
C 1.16897 -4.63960 -0.70794 -0.59
C 1.45949 -3.37078 0.16093 0.22
S 2.30231 -3.59051 1.79060 1.33
C 1.73328 -5.26824 2.43015 -1.03
O 1.89202 -2.59723 2.85227 -0.61
O 3.78675 -3.69766 1.56024 -0.67
C 1.01167 -1.99744 -0.41637 0.15
C 1.27974 -0.61408 0.32218 0.26
O 2.31780 -0.37231 0.98806 -0.40
H -2.37429 2.78836 4.09260 0.28
H -2.85366 4.61478 3.83589 0.22
H -3.74932 3.33342 2.87207 0.27
H -1.51387 5.33598 0.90738 0.32
H 1.19028 0.66650 2.96080 0.31
H -0.15921 1.78785 3.50567 0.31
H 1.48258 3.39388 3.78147 0.22
H 1.37301 3.69710 1.90839 0.38
H 3.28930 2.55436 5.02958 0.16
H 5.86503 1.73636 5.23279 -0.19
H 7.21763 1.18149 2.95066 0.27
H 6.10015 1.52610 0.47827 0.10
H 3.51969 2.36214 0.36915 -0.32
H -2.27433 2.51922 -3.52102 0.43
H -2.36727 0.68978 -3.56079 -0.02
H -4.61793 2.10757 -1.77374 0.13
H -4.70051 2.09868 -3.61041 0.22
H -4.29757 -0.48195 -1.71176 0.28
H -4.73551 -0.52739 -3.58257 0.28
H -6.81047 1.22926 -2.55727 0.41
H -7.02123 -0.59929 -2.68880 0.43
H -8.20424 1.68605 -0.78978 0.33
H -6.61520 2.21361 0.00897 0.13
H -7.77867 1.06512 0.89291 0.35
H -9.58540 -0.10573 -0.61268 0.28
H -9.39927 -1.80750 -1.33159 0.28
H -9.54696 -1.59011 0.48627 0.30
H -1.58889 -2.41180 -4.00112 -0.10
H -1.44664 -4.25513 -4.05043 0.56
H -0.05699 -4.06462 -6.00430 0.48
H 0.46079 -1.01020 -5.97216 0.13
H -0.19104 -2.09450 -7.41660 0.31
H -1.30882 -1.51348 -5.97433 0.17
H 1.51576 -5.65940 -0.30665 0.07
H 2.09395 -5.37402 3.50944 0.33
H 2.03151 -6.12581 1.73895 0.37
H 0.57611 -5.19723 2.48940 0.34
Br 5.80542 1.12971 -2.58145 -0.15
C 4.09956 0.87442 -3.48982 -0.37
C 3.34462 2.17499 -3.61100 -0.64
Br 2.51837 2.67331 -1.91741 -0.10
H 3.55508 0.10884 -2.93581 0.13
H 4.35866 0.48690 -4.47665 0.39
H 2.51465 2.07393 -4.31269 0.31
H 3.97264 3.01206 -3.91715 0.45
Br 7.29450 1.74045 7.31436 -0.18
C 6.98958 -0.12880 7.77483 -0.60
C 8.28722 -0.89570 7.83746 -0.59
Br 8.95279 -1.30638 6.05229 -0.12
H 6.28751 -0.52678 7.04109 0.40
H 6.50924 -0.10509 8.75468 0.35
H 8.13791 -1.86565 8.31507 0.33
H 9.08108 -0.35876 8.35723 0.37
```

Calculated values
* F_max: 0.12526 hartree/bohr
* charge: -1
* spin multiplicity: 1
* HOMO energy: -5.10 eV